Entry 1:
Formula: C2H2NO3
Source: the OMol25 dataset
Level of theory: ωB97M-V/def2-TZVPD

Last column: natural (NBO) charge in e.
Element x y z (Å)
O1 0.3713 1.7683 0.4303  -0.572
O2 1.9861 -1.0031 0.9801  -0.717
O3 2.1434 -0.2391 -1.1931  -0.684
N1 -2.6738 -0.2328 -0.0168  -0.631
C1 0.4292 0.6314 0.0781  0.270
C2 1.7542 -0.3777 -0.0680  0.735
H1 -1.9316 -0.5636 0.6020  0.301
H2 -2.0787 0.0165 -0.8125  0.299

## Properties
Molecular weight (g mol⁻¹): 88.04
Total charge: -1
Energy (Eh): -357.83717
HOMO level (alpha / beta) (eV): -5.70 / -2.44
Maximum force (eV/A): 3.00
Lowest unoccupied orbital energy (alpha / beta) (eV): 4.20 / 2.75
ΔE to the lowest compared entry with this formula, charge and spin (kcal per mole): 101.6


Entry 2:
Formula: C2H2NO3S
Source: the OMol25 dataset
Level of theory: ωB97M-V/def2-TZVPD

Last column: natural (NBO) charge in e.
Element x y z (Å)
S1 -2.9791 0.0360 -0.3776  1.470
O1 -0.1151 2.4786 0.0588  -0.554
O2 -3.9732 -0.7077 0.4304  -0.993
O3 -1.2099 -0.8918 -0.3406  -0.763
N1 -2.5980 1.3596 0.2435  -1.076
C1 -0.6595 1.4244 -0.0751  0.751
C2 -0.2600 -0.0047 -0.2893  -0.160
H1 0.2946 0.1399 -1.2695  0.164
H2 0.6241 0.1130 0.4977  0.162

## Properties
Molecular weight (g mol⁻¹): 120.11
Total charge: -1
Energy (Eh): -756.01931
HOMO level (eV): -3.66
Maximum force (eV/A): 4.81
Lowest unoccupied orbital energy (eV): 3.83
ΔE to the lowest compared entry with this formula, charge and spin (kcal per mole): 75.7


Entry 3:
Formula: C2H2NO3S
Source: the OMol25 dataset
Level of theory: ωB97M-V/def2-TZVPD

Last column: natural (NBO) charge in e.
Element x y z (Å)
S1 -1.3930 -1.0989 0.1461  1.004
O1 -1.8150 1.6302 0.1300  -0.726
O2 0.3538 2.3025 -0.0461  -0.742
O3 -0.7822 -2.4959 0.1387  -1.018
N1 1.1867 -0.4988 -0.2327  -0.869
C1 -0.2403 0.0141 -0.0495  -0.188
C2 -0.5970 1.5045 0.0667  0.723
H1 1.9684 0.1750 -0.0394  0.407
H2 1.3185 -1.5327 -0.1138  0.408

## Properties
Molecular weight (g mol⁻¹): 120.11
Total charge: -1
Energy (Eh): -756.12165
HOMO level (eV): -4.48
Maximum force (eV/A): 5.47
Lowest unoccupied orbital energy (eV): 3.81
ΔE to the lowest compared entry with this formula, charge and spin (kcal per mole): 11.5


Entry 4:
Formula: C2H2NOP
Source: the OMol25 dataset
Level of theory: ωB97M-V/def2-TZVPD

Last column: natural (NBO) charge in e.
Element x y z (Å)
P1 -0.5088 -1.1367 0.2859  -0.024
O1 -1.6319 1.6312 0.5270  -0.437
N1 1.0451 1.4220 0.0701  -0.363
C1 -1.1792 0.5095 0.2530  0.419
C2 1.4717 0.4420 -0.4072  0.079
H1 2.1245 -0.4354 -0.7156  0.270
H2 -1.3214 -2.4326 -0.0132  0.056

## Properties
Molecular weight (g mol⁻¹): 87.02
Total charge: 0
Energy (Eh): -548.60875
HOMO level (eV): -8.87
Maximum force (eV/A): 8.11
Lowest unoccupied orbital energy (eV): -0.64
ΔE to the lowest compared entry with this formula, charge and spin (kcal per mole): 72.2
SMILES string: O=C=P.C#N


Entry 5:
Formula: C2H2NOP
Source: the OMol25 dataset
Level of theory: ωB97M-V/def2-TZVPD

Last column: Mulliken charge in e.
Element x y z (Å)
P1 -1.0405 0.4620 0.0974  -0.068
O1 -2.1309 -0.7235 -0.0461  -0.453
N1 1.6932 -0.9029 -0.0995  -0.563
C1 0.4732 -0.1479 -0.0919  0.475
C2 1.7495 0.3700 -0.0245  -0.093
H1 2.2938 1.3060 0.0963  0.332
H2 -1.7841 -1.5221 0.5044  0.370

## Properties
Molecular weight (g mol⁻¹): 87.02
Spin multiplicity: 3
Total charge: 0
Energy (Eh): -548.54646
HOMO level (alpha / beta) (eV): -5.87 / -10.11
Maximum force (eV/A): 7.69
Lowest unoccupied orbital energy (alpha / beta) (eV): 0.45 / -2.22
ΔE to the lowest compared entry with this formula, charge and spin (kcal per mole): 30.9


Entry 6:
Formula: C2H2NOS2
Source: the OMol25 dataset
Level of theory: ωB97M-V/def2-TZVPD

Last column: natural (NBO) charge in e.
Element x y z (Å)
S1 3.1359 0.2589 0.4168  -0.296
S2 0.5942 -1.0246 -0.6085  -0.169
O1 1.3579 1.7492 -0.8542  -0.611
N1 -1.8436 -0.2891 0.3103  -0.848
C1 1.8194 0.7610 -0.3884  0.295
C2 -1.0957 -1.3425 -0.0971  -0.146
H1 -2.7302 -0.5440 0.7972  0.391
H2 -1.2379 0.4310 0.4239  0.384

## Properties
Molecular weight (g mol⁻¹): 120.18
Total charge: -1
Energy (Eh): -1003.76751
HOMO level (eV): -3.31
Maximum force (eV/A): 4.34
Lowest unoccupied orbital energy (eV): 3.66
ΔE to the lowest compared entry with this formula, charge and spin (kcal per mole): 52.3